115
Properties=species:S:1:pos:R:3 method="wB97M-V/def2-TZVPD" total_charge=+2 spin_multiplicity=9 e_homo_ev="-8.575 / -12.625" e_above_lowest_kcal_mol=29.76 homo_lumo_gap_ev="4.14 / 2.53"
Fe -0.895 -0.672 -2.197
Al -1.388 -3.558 1.796
P -0.283 -0.766 0.012
O -0.878 -2.051 -0.641
O -1.380 0.222 -0.423
O 0.812 -0.462 -0.980
O -0.119 -1.125 1.497
C -0.473 -0.793 4.455
O -1.316 -1.663 4.086
N 0.416 -0.881 5.441
C 1.370 0.191 5.749
C 0.526 -2.027 6.281
H -0.371 0.186 3.961
H 1.105 1.124 5.251
H 2.400 -0.116 5.570
H 1.247 0.526 6.779
H -0.142 -1.703 7.079
H 0.038 -2.934 5.923
H 1.523 -2.341 6.590
C -4.449 1.284 3.611
O -5.490 1.952 3.959
N -3.447 1.803 2.904
C -2.364 0.998 2.384
C -3.517 3.150 2.405
H -4.278 0.201 3.714
H -2.344 -0.062 2.634
H -1.472 1.531 2.714
H -2.487 0.999 1.301
H -3.960 3.140 1.409
H -4.108 3.790 3.060
H -2.547 3.644 2.360
C 0.727 1.791 -3.718
O -0.081 0.916 -3.368
N 1.213 2.030 -4.970
C 0.683 1.298 -6.175
C 2.215 3.087 -5.072
H 1.180 2.467 -2.977
H 1.521 0.803 -6.665
H 0.129 1.910 -6.887
H 0.065 0.467 -5.833
H 2.498 3.672 -4.197
H 3.123 2.635 -5.469
H 1.982 3.817 -5.848
C -4.392 -0.948 0.312
O -3.702 -1.886 0.633
N -5.658 -0.665 0.670
C -6.419 -1.513 1.581
C -6.268 0.669 0.352
H -3.998 -0.186 -0.378
H -7.398 -1.701 1.140
H -6.585 -1.049 2.553
H -6.029 -2.529 1.635
H -5.796 1.323 -0.380
H -7.176 0.398 -0.188
H -6.320 1.272 1.258
C -2.954 2.827 -1.532
O -4.131 2.970 -1.792
N -2.169 3.877 -1.064
C -0.776 3.672 -0.514
C -2.561 5.247 -1.181
H -2.409 1.872 -1.590
H -0.608 4.485 0.191
H 0.041 3.589 -1.231
H -0.660 2.653 -0.144
H -1.861 5.813 -1.795
H -3.516 5.287 -1.705
H -2.747 5.696 -0.205
C 3.326 -1.009 2.130
O 3.973 -0.191 1.419
N 3.819 -2.136 2.649
C 3.035 -3.027 3.475
C 5.237 -2.505 2.487
H 2.287 -0.786 2.419
H 1.974 -2.921 3.252
H 3.062 -2.745 4.528
H 3.227 -4.088 3.311
H 5.823 -1.936 3.209
H 5.370 -3.580 2.607
H 5.642 -2.328 1.491
C 2.804 2.292 -0.108
O 3.566 2.873 -0.915
N 2.249 2.886 0.916
C 1.321 2.035 1.692
C 2.517 4.250 1.349
H 2.481 1.263 -0.330
H 1.605 1.954 2.741
H 1.246 1.042 1.250
H 0.300 2.413 1.639
H 3.351 4.617 0.751
H 1.711 4.955 1.148
H 2.853 4.315 2.384
C 1.655 -3.724 -0.634
O 0.801 -4.331 0.041
N 2.894 -4.233 -0.868
C 3.891 -3.449 -1.475
C 3.363 -5.417 -0.116
H 1.529 -2.746 -1.123
H 4.329 -2.779 -0.735
H 3.598 -2.981 -2.414
H 4.735 -4.017 -1.867
H 2.620 -6.180 0.115
H 3.957 -5.956 -0.855
H 3.937 -5.106 0.757
C 1.047 -2.138 -4.317
O 0.199 -2.000 -3.421
N 0.663 -2.179 -5.597
C 1.622 -2.209 -6.706
C -0.759 -2.191 -6.186
H 2.114 -2.385 -4.205
H 1.366 -3.046 -7.357
H 2.652 -2.325 -6.369
H 1.503 -1.283 -7.268
H -0.979 -3.186 -6.573
H -1.560 -1.991 -5.474
H -0.850 -1.449 -6.979

=====

107
Properties=species:S:1:pos:R:3 method="wB97M-V/def2-TZVPD" total_charge=-1 e_homo_ev=-4.412 homo_lumo_gap_ev=5.96
Cl -0.266 0.147 7.596
C -0.493 0.856 5.938
C -1.878 1.493 5.850
C -1.984 2.841 6.586
In -3.844 4.006 6.043
C -4.873 3.065 4.283
C -6.103 2.198 4.581
C -5.923 1.197 5.718
I -5.019 -0.613 4.967
H 0.285 1.605 5.862
H -0.352 0.047 5.231
H -2.185 1.564 4.809
H -2.545 0.820 6.385
H -2.061 2.589 7.643
H -1.090 3.443 6.425
H -3.322 5.665 5.598
H -4.876 4.047 7.501
H -4.181 2.513 3.646
H -5.206 3.907 3.673
H -6.337 1.597 3.696
H -6.993 2.804 4.749
H -6.885 0.872 6.107
H -5.342 1.568 6.554
C -3.682 0.208 -0.085
O -2.896 0.389 0.825
N -4.758 -0.591 -0.039
C -5.633 -0.763 -1.187
C -5.082 -1.298 1.192
H -3.570 0.707 -1.065
H -6.643 -0.435 -0.940
H -5.669 -1.808 -1.485
H -5.271 -0.174 -2.026
H -5.242 -0.593 2.007
H -4.265 -1.963 1.477
H -5.987 -1.879 1.034
C 0.126 0.748 -2.376
O 0.536 1.040 -3.489
N 0.684 -0.161 -1.567
C 0.157 -0.439 -0.240
C 1.857 -0.883 -2.037
H -0.754 1.237 -1.925
H 0.917 -0.233 0.516
H -0.132 -1.487 -0.162
H -0.715 0.179 -0.042
H 2.655 -0.179 -2.276
H 1.631 -1.447 -2.938
H 2.194 -1.563 -1.258
C -0.944 -3.794 6.175
O -0.362 -4.008 5.130
N -0.678 -4.428 7.333
C -1.398 -4.124 8.552
C 0.368 -5.433 7.348
H -1.747 -3.044 6.267
H -0.712 -3.767 9.322
H -1.913 -5.014 8.923
H -2.134 -3.348 8.359
H 1.320 -4.994 7.049
H 0.133 -6.236 6.648
H 0.458 -5.842 8.351
C 4.742 -2.185 -4.292
O 3.535 -2.101 -4.397
N 5.577 -1.188 -4.629
C 7.018 -1.265 -4.480
C 4.980 0.026 -5.159
H 5.254 -3.075 -3.887
H 7.369 -0.485 -3.809
H 7.501 -1.131 -5.450
H 7.300 -2.235 -4.076
H 4.291 0.449 -4.428
H 4.412 -0.202 -6.062
H 5.758 0.750 -5.388
C -8.580 -1.638 -3.831
O -7.513 -1.559 -3.257
N -9.695 -2.156 -3.285
C -10.948 -2.228 -4.008
C -9.627 -2.656 -1.921
H -8.727 -1.282 -4.865
H -11.722 -1.660 -3.488
H -11.276 -3.266 -4.100
H -10.820 -1.813 -5.005
H -9.331 -1.858 -1.239
H -8.887 -3.454 -1.847
H -10.601 -3.038 -1.628
C 9.865 1.628 -4.825
O 9.081 1.111 -4.057
N 10.817 0.962 -5.507
C 11.728 1.634 -6.410
C 10.928 -0.475 -5.321
H 9.864 2.713 -5.026
H 11.624 1.238 -7.423
H 12.761 1.497 -6.084
H 11.507 2.699 -6.428
H 9.998 -0.968 -5.605
H 11.126 -0.707 -4.275
H 11.739 -0.855 -5.936
C 5.869 4.640 -3.940
O 6.938 4.914 -3.428
N 4.899 3.916 -3.359
C 3.648 3.627 -4.037
C 5.117 3.407 -2.015
H 5.601 4.974 -4.958
H 2.805 4.029 -3.473
H 3.518 2.548 -4.133
H 3.655 4.074 -5.028
H 5.290 4.231 -1.322
H 5.993 2.759 -1.995
H 4.242 2.846 -1.698